Entry 1:
C32H52NO14S3 | ωB97M-V/def2-TZVPD

Geometry as XYZ:
```
102
Properties=species:S:1:pos:R:3:forces:R:3
C 3.833 -2.135 -1.001 -0.29 -0.28 -0.40
C 2.729 -1.845 -0.630 -0.02 0.22 0.41
C 1.497 -1.285 -0.020 0.31 -0.54 -0.89
S 1.679 -1.722 1.730 -0.45 0.36 0.66
C 1.556 0.210 -0.464 1.49 -0.23 -0.83
C 2.706 1.010 0.112 -0.36 0.74 0.55
C 2.973 1.217 1.394 -0.26 -0.07 0.03
N 0.141 0.806 -0.639 0.69 0.17 1.27
C -0.088 1.571 0.659 -0.35 -0.09 1.16
C -1.438 2.202 1.002 -0.81 0.43 -0.15
C -2.345 2.752 -0.114 0.45 0.62 0.21
C -3.649 3.321 0.426 0.23 -0.16 -0.83
O -4.446 2.344 1.109 -0.31 0.53 0.18
C -4.645 2.604 2.433 -0.23 -0.22 0.44
C -5.997 2.163 2.936 0.40 -0.75 -0.41
O -3.815 3.124 3.126 0.13 0.20 -0.17
C 0.063 1.863 -1.717 -0.04 1.03 -1.14
C 1.209 2.084 -2.693 0.48 -0.44 -0.45
C 1.403 1.064 -3.830 -0.09 -0.13 0.17
C 2.734 1.300 -4.502 0.12 -0.05 -0.28
O 2.866 1.741 -5.600 0.00 0.19 0.12
O 3.835 1.010 -3.715 -0.22 -0.17 -0.27
C -0.718 -0.430 -0.837 -1.70 -2.50 -0.76
C -1.862 -0.674 0.183 0.03 1.01 0.84
C -1.608 -0.946 1.685 -0.52 -0.49 0.26
C -1.941 -2.368 2.178 0.03 0.33 0.76
C -3.368 -2.862 1.890 0.40 0.03 -0.59
C -4.456 -1.792 1.894 -0.58 -0.36 0.72
C -4.652 -1.144 3.292 0.13 0.14 -0.81
C -1.464 -0.455 -2.213 -0.31 1.32 0.11
O -2.109 -1.675 -2.439 0.24 -0.23 0.08
C -3.508 -1.575 -2.643 -0.41 0.02 0.00
C 0.194 -1.733 -0.825 1.75 -0.23 -0.45
O -0.425 -2.858 -0.293 0.01 0.11 0.67
C 0.689 -2.165 -2.174 -0.90 1.14 -0.17
C 0.814 -2.394 -3.346 0.37 -0.36 0.21
H 4.722 -2.496 -1.464 0.14 0.05 0.23
H 1.911 -3.040 1.604 -0.04 0.12 -0.36
H 1.925 0.036 -1.477 -0.60 0.31 -0.21
H 3.385 1.496 -0.578 0.02 -0.55 -0.34
H 3.922 1.652 1.674 -0.12 0.25 0.04
H 2.274 0.988 2.189 0.25 -0.30 0.09
H 0.657 2.357 0.718 0.14 -0.08 -0.67
H 0.205 0.898 1.465 -0.22 -0.08 -0.10
H -1.221 3.072 1.629 0.25 -0.07 0.00
H -2.054 1.593 1.661 0.23 -0.32 -0.19
H -1.845 3.615 -0.571 -0.07 -0.08 -0.11
H -2.545 2.055 -0.929 -0.09 -0.17 0.21
H -4.235 3.644 -0.438 -0.12 -0.04 0.12
H -3.468 4.203 1.037 0.03 -0.20 0.30
H -6.431 1.450 2.235 -0.15 0.16 -0.03
H -6.651 3.023 3.055 0.03 0.06 0.02
H -5.860 1.646 3.883 -0.08 0.27 0.14
H -0.857 1.774 -2.291 0.09 -0.45 0.16
H -0.066 2.837 -1.252 0.22 -0.27 0.50
H 0.986 3.041 -3.171 -0.09 0.04 0.12
H 2.173 2.248 -2.214 -0.18 -0.05 0.31
H 0.613 1.154 -4.575 0.04 0.01 -0.05
H 1.398 0.031 -3.469 -0.02 0.08 0.07
H 3.812 0.067 -3.499 0.02 0.08 0.32
H -2.492 -1.483 -0.166 0.38 -0.18 -0.38
H -2.520 0.198 0.115 0.10 -0.04 -0.06
H -0.614 -0.718 2.057 -0.03 0.00 -0.28
H -2.282 -0.302 2.254 0.05 0.15 -0.11
H -1.184 -3.083 1.868 -0.16 -0.06 -0.18
H -1.832 -2.316 3.269 0.03 0.05 -0.04
H -3.634 -3.607 2.643 0.03 -0.06 -0.03
H -3.376 -3.397 0.932 -0.08 0.07 -0.02
H -5.396 -2.296 1.651 0.06 0.01 -0.18
H -4.329 -1.025 1.129 0.18 0.01 -0.02
H -4.362 -0.094 3.240 0.07 0.02 0.31
H -4.046 -1.641 4.048 -0.06 0.03 0.09
H -5.701 -1.185 3.577 0.03 0.02 0.18
H -2.210 0.352 -2.182 -0.01 -0.14 -0.04
H -0.802 -0.223 -3.048 0.14 -0.21 0.05
H -3.759 -0.749 -3.315 0.07 0.01 0.00
H -3.861 -2.496 -3.102 0.20 -0.07 0.01
H -4.051 -1.442 -1.701 0.09 0.08 0.02
H -0.839 -3.352 -1.009 -0.06 0.11 -0.08
H 1.028 -2.674 -4.351 -0.05 0.00 -0.02
C 3.181 7.021 0.719 -0.22 0.23 0.27
C 3.422 5.905 1.713 0.41 0.01 -0.03
O 2.484 4.884 1.321 -0.27 0.13 -0.15
S 2.292 4.912 -0.263 0.38 0.54 0.45
O 3.120 3.920 -0.849 -0.11 -0.01 -0.25
O 0.897 4.957 -0.541 -0.08 -0.33 -0.05
O 2.941 6.339 -0.526 0.04 -0.31 0.00
H 2.293 7.602 0.970 0.01 -0.01 0.00
H 4.035 7.684 0.613 0.03 -0.09 -0.20
H 3.233 6.203 2.740 -0.19 -0.12 0.00
H 4.431 5.498 1.627 -0.01 0.02 0.00
C 4.950 -7.772 0.367 -0.31 -0.20 0.03
C 4.476 -6.907 -0.782 0.30 -0.04 -0.21
O 4.041 -5.693 -0.151 -0.07 -0.12 0.24
S 4.954 -5.399 1.136 -0.01 -0.34 -0.29
O 5.971 -4.477 0.780 0.03 0.10 0.14
O 4.096 -5.170 2.241 -0.08 0.23 0.02
O 5.605 -6.854 1.254 0.05 0.26 -0.15
H 4.114 -8.231 0.897 0.00 0.00 -0.02
H 5.651 -8.540 0.054 0.14 0.10 0.10
H 3.651 -7.351 -1.332 -0.12 0.14 0.08
H 5.291 -6.669 -1.469 0.00 -0.04 0.01
```
Positions in Å, forces in eV/Å.

Summary:
E_LUMO ... -1.6 eV
Largest force on an atom ... 3.114 eV/A
Charge ... +1
Calculated total energy ... -3552.70221 a.u.
Orbital gap ... 9.848 eV

Löwdin population analysis, charges in e, atoms 1 to 6:
1. C 0.1781
2. C -0.1780
3. C -0.5660
4. S 0.9372
5. C -0.1903
6. C -0.1207



Entry 2:
C32H53N4RuSSi4Te | ωB97M-V/def2-TZVPD

Geometry as XYZ:
```
96
Properties=species:S:1:pos:R:3:forces:R:3
Ru 0.220 -1.026 -0.287 2.28 0.32 -1.19
N 0.354 -2.510 3.711 -0.75 -1.64 -2.08
C 0.886 -1.638 4.624 1.13 1.91 1.51
C 0.940 -1.978 5.980 -0.27 0.01 -0.87
C 1.452 -1.086 6.895 0.33 0.67 0.09
C 1.947 0.153 6.486 -0.13 -0.50 0.40
C 1.957 0.482 5.147 -0.43 -0.15 -0.50
C 1.417 -0.399 4.219 -0.27 -1.01 0.55
S 1.597 -0.085 2.503 1.19 0.58 0.62
N 0.470 -1.091 1.803 -2.06 -3.98 1.42
C 0.097 -2.267 2.387 2.13 4.09 1.24
C -0.617 -3.215 1.617 -2.01 -2.26 -1.60
C -1.272 -4.340 2.186 0.92 1.48 -0.09
C -1.998 -5.183 1.389 -0.36 -0.26 -1.09
C -2.097 -4.915 0.019 0.09 -0.09 1.01
C -1.447 -3.805 -0.477 0.02 0.07 -0.47
N -0.719 -2.978 0.266 0.81 0.47 1.64
H 0.103 -3.423 4.065 0.11 0.18 -0.06
H 0.588 -2.946 6.302 -0.13 -0.12 0.06
H 1.478 -1.348 7.939 -0.01 -0.06 0.14
H 2.338 0.847 7.212 0.09 0.04 0.09
H 2.380 1.414 4.810 0.06 0.19 -0.04
H -1.244 -4.514 3.250 0.02 -0.05 0.05
H -2.507 -6.036 1.811 -0.03 -0.07 0.06
H -2.676 -5.546 -0.633 -0.05 -0.07 -0.13
H -1.505 -3.570 -1.528 0.03 0.02 -0.02
C -1.163 -2.673 -3.705 0.63 -0.16 0.38
Si 0.691 -2.655 -3.244 0.16 0.49 -0.30
C 1.343 -4.049 -2.108 -0.39 0.51 -0.21
C 1.633 -2.814 -4.894 -0.31 0.15 0.68
C 1.022 -0.989 -2.289 -1.13 0.02 -0.55
C 2.421 -0.961 -1.838 0.41 0.02 -0.09
C 3.567 -0.876 -2.628 -0.07 -0.11 0.20
C 4.806 -0.870 -2.018 -0.11 0.04 0.12
C 4.881 -0.931 -0.631 -0.28 -0.04 -0.05
C 3.705 -0.992 0.091 0.47 -0.09 0.68
N 2.514 -1.008 -0.499 -1.93 0.04 -0.37
Si 0.577 0.638 -3.226 0.05 -0.22 -0.24
C -1.320 0.796 -3.025 0.72 0.11 0.04
C 1.691 2.012 -2.492 -0.59 -0.51 0.07
C 0.992 0.684 -5.082 -0.30 -0.15 0.73
H -1.504 -3.696 -3.829 -0.15 -0.25 -0.04
H -1.317 -2.184 -4.661 0.09 0.15 -0.20
H -1.805 -2.175 -2.983 -0.09 0.07 0.09
H 0.768 -4.963 -2.214 -0.10 -0.23 -0.05
H 1.328 -3.764 -1.056 0.04 -0.03 0.04
H 2.373 -4.283 -2.366 0.13 0.03 -0.10
H 1.296 -3.731 -5.371 -0.07 -0.25 -0.06
H 2.709 -2.892 -4.777 0.18 -0.02 0.10
H 1.422 -2.008 -5.585 -0.08 0.19 -0.08
H 3.462 -0.825 -3.698 0.00 0.01 -0.20
H 5.709 -0.814 -2.605 0.10 0.01 -0.11
H 5.827 -0.931 -0.116 0.07 0.01 0.08
H 3.722 -1.029 1.172 -0.02 -0.02 -0.04
H -1.661 0.502 -2.027 -0.01 0.07 0.01
H -1.816 0.152 -3.743 -0.02 -0.19 -0.17
H -1.666 1.803 -3.225 -0.14 0.24 -0.03
H 1.854 1.911 -1.417 0.15 0.07 -0.05
H 1.286 3.000 -2.675 -0.11 0.20 -0.08
H 2.672 1.985 -2.959 0.11 -0.13 -0.14
H 0.268 0.136 -5.670 -0.17 -0.17 -0.19
H 1.978 0.296 -5.308 0.24 -0.08 0.01
H 0.972 1.716 -5.416 -0.04 0.26 -0.05
C -4.076 1.956 0.321 0.41 -0.34 0.60
Si -3.133 1.008 1.675 0.13 0.17 0.21
C -2.914 -0.783 1.060 0.04 0.52 0.08
C -4.000 1.122 3.360 0.20 -0.16 -0.77
C -1.356 1.674 2.078 -0.72 -0.59 -0.58
Te 0.074 1.589 0.487 0.10 0.89 0.09
C -0.918 3.162 -0.564 0.14 0.09 0.09
Si -0.323 4.952 -0.099 0.12 -0.08 0.07
C -1.763 6.040 -0.695 0.64 -0.38 0.22
C -0.046 5.044 1.781 -0.17 -0.04 -0.68
C 1.332 5.276 -0.974 -0.70 -0.05 0.29
H -5.104 1.604 0.322 -0.22 -0.11 0.05
H -3.686 1.785 -0.679 0.12 -0.05 -0.10
H -4.112 3.025 0.506 0.02 0.19 0.04
H -3.827 -1.161 0.612 -0.21 -0.03 -0.14
H -2.650 -1.457 1.871 0.13 -0.08 0.10
H -2.122 -0.842 0.287 -0.27 0.12 0.13
H -4.953 0.607 3.340 -0.27 -0.13 0.00
H -4.201 2.157 3.616 0.00 0.23 0.00
H -3.409 0.692 4.164 0.17 -0.10 0.06
H -0.963 1.102 2.919 0.10 -0.04 -0.03
H -1.409 2.717 2.386 0.17 0.13 -0.13
H -1.974 3.081 -0.339 -0.17 -0.10 -0.07
H -0.774 3.020 -1.626 -0.02 -0.06 -0.24
H -2.672 5.865 -0.126 -0.09 -0.11 0.16
H -1.995 5.868 -1.742 0.04 -0.08 -0.20
H -1.515 7.090 -0.589 0.09 0.25 0.04
H -0.975 5.097 2.339 -0.22 -0.04 0.08
H 0.518 5.937 2.030 0.15 0.16 0.01
H 0.523 4.184 2.136 0.11 -0.03 0.05
H 1.236 5.308 -2.055 -0.07 -0.04 -0.18
H 2.076 4.525 -0.718 0.07 -0.15 0.07
H 1.730 6.237 -0.664 0.05 0.22 0.11
```
Positions in Å, forces in eV/Å.

Summary:
E_LUMO (alpha / beta) ... -7.2 / -7.1 eV
Largest force on an atom ... 4.778 eV/A
Charge ... +2
Relative energy (zero: lowest compared OMol25 entry of this formula, charge and spin) ... 57.9 kcal/mol
Calculated total energy ... -3388.80389 a.u.
Expectation value of S² ... 0.775
Multiplicity ... 2
Orbital gap (alpha / beta) ... 5.514 / 5.630 eV

Löwdin population analysis, charges in e, atoms 1 to 6:
1. Ru 1.0075
2. N 0.1411
3. C -0.2409
4. C 0.0022
5. C -0.0461
6. C -0.0497



Which of these has the highest largest force on an atom?
C32H53N4RuSSi4Te



Among the records above, which one has the highest calculated total energy?
C32H53N4RuSSi4Te



Look up the calculated total energy of the first one.
-3552.70221 a.u.